i.
This record from OMol25 describes a single C3H6N2O molecule. The level of theory is ωB97M-V/def2-TZVPD.

Output
- Orbital gap (spin up / spin down): 7.939 / 8.167 eV
- Spin multiplicity: 1

Cartesian coordinates (Å):
C1 0.635 -0.375 -1.263
C2 0.599 0.837 -0.495
C3 0.685 0.916 0.984
N1 -0.171 -1.105 -0.463
N2 -0.740 -2.138 -1.106
O1 0.914 -0.627 -2.397
H1 0.748 1.759 -1.004
H2 1.266 0.046 1.234
H3 -0.322 0.972 1.301
H4 1.304 1.792 1.212
H5 -1.509 -2.717 -0.646
H6 -0.597 -2.239 -2.066


ii.
This record from OMol25 describes a single C3H6N2O molecule. The level of theory is ωB97M-V/def2-TZVPD.

Output
- Orbital gap: 8.431 eV
- Spin multiplicity: 1

Cartesian coordinates (Å):
N1 -1.590 -0.902 0.894
C1 -0.872 -0.317 -0.109
O1 -1.179 -0.361 -1.278
N2 0.332 0.295 0.330
C2 1.197 0.992 -0.646
C3 1.852 -0.254 -0.180
H1 -1.520 -0.586 1.848
H2 -2.488 -1.261 0.609
H3 0.673 1.051 -1.600
H4 1.551 1.964 -0.292
H5 1.552 -1.042 -0.891
H6 0.492 0.421 1.316


Of them, the most stable is ii and the least stable is i.